[1]
# C4H7N

One molecule with the formula C4H7N (ωB97M-V/def2-TZVPD, the Open Molecules 2025 dataset).

ORCA input file:
```
! wB97M-V def2-TZVPD RIJCOSX def2/J DEFGRID3
* xyz 0 1
N 1.5478 1.1663 0.0667
C -1.2055 0.8041 -0.1513
C 0.0355 0.3924 0.4694
C 0.8074 -0.9483 0.0824
C 1.9721 -0.0392 -0.1642
H 2.9951 -0.1934 -0.3910
H -1.2442 1.8344 0.0178
H -1.3018 0.6866 -1.1896
H 0.8321 -1.7016 0.9110
H -2.1889 0.3833 0.2269
H 0.5413 -1.5854 -0.7824
H -0.0651 0.4650 1.5865
*
```

- orbital gap (Ha) = 0.39419
- energy (eV) = -5749.14530
- HOMO (eV) = -9.6
- largest force on an atom (eV/A) = 4.06
- SMILES = C[C@H]1CC=N1
- E_LUMO (eV) = 1.143
- relative energy (zero: lowest compared OMol25 entry of this formula, charge and spin) (kcal/mol) = 52.4


[2]
# C24H11Cl76N4O

A 20-piece molecular cluster, C24H11Cl76N4O overall (ωB97M-V/def2-TZVPD, the Open Molecules 2025 dataset).

ORCA input file:
```
! wB97M-V def2-TZVPD RIJCOSX def2/J DEFGRID3
* xyz 1 1
Cl 4.9361 13.1023 -1.1173
Cl -2.3337 1.5797 -3.7666
Cl 10.9573 2.9669 5.4376
Cl 3.4462 11.6393 0.8722
Cl 2.7947 -5.9605 -1.5766
Cl 13.1467 3.0141 7.3114
Cl -4.1669 2.5577 -1.7712
Cl 2.2224 0.3248 11.2600
Cl 0.3055 -5.1400 -0.3707
Cl 6.3342 2.2279 -6.4084
Cl -10.3649 -12.3637 -3.3275
Cl 6.2579 7.4624 -2.8950
Cl 6.2445 -2.7396 2.3021
Cl 8.3422 -5.0980 -2.2868
Cl 4.9170 1.8543 -12.2190
Cl 5.8367 4.5318 -11.6624
Cl -6.9205 -7.5514 1.6825
Cl -11.1662 -12.0425 -0.5756
Cl 10.2355 7.0604 1.1979
Cl -5.3762 6.6479 -1.2411
Cl 7.8360 8.0097 -0.1014
Cl 3.8390 2.1725 2.6111
Cl 7.6519 6.5775 2.3912
Cl 0.4560 -3.6777 7.1446
Cl 7.7241 1.4922 6.4270
Cl -2.8658 3.8585 1.2373
Cl 5.5840 -0.4196 3.8851
Cl -12.3924 -4.7184 1.6005
Cl 5.0095 4.2950 1.0680
Cl 6.1780 10.9203 0.3012
Cl 2.3590 -5.7608 6.5482
Cl 2.5956 3.0051 0.1476
Cl 8.5378 -3.4699 0.0871
Cl 1.7869 -1.8626 9.4249
Cl -6.6440 -5.5382 -0.3695
Cl -9.4554 -10.0795 -1.8111
Cl -3.0590 4.6332 4.0101
Cl -6.3750 -8.3364 -1.0361
Cl -0.6368 3.4350 3.0051
Cl 7.6401 2.5960 -12.8126
Cl -8.9560 -7.2576 -0.3328
Cl 0.6498 -1.9517 12.0727
Cl 5.0455 4.2481 -8.0097
Cl 7.2191 -0.2016 8.7066
Cl 3.4886 -2.0978 2.8544
Cl 7.8572 -1.3643 6.1442
Cl 6.7794 2.3264 -10.0700
Cl 1.5749 -3.4692 -2.3608
Cl 5.9946 -3.7911 -1.2384
Cl 5.5958 13.3874 1.6761
Cl -5.1659 1.5582 -4.2929
Cl 2.7435 -3.7346 0.2602
Cl -12.2202 -10.2785 -2.5996
Cl -12.8474 -7.5659 1.5136
Cl -0.3893 -0.1056 10.1141
Cl -8.1534 6.6339 -2.0261
Cl 4.9218 9.9955 -3.2460
Cl 1.1965 -4.2211 4.4044
Cl 12.0086 5.4891 6.3604
Cl -6.3298 4.6735 -3.1086
Cl -4.0527 -0.2629 -2.3593
Cl 10.5066 3.8077 8.1586
Cl 4.8601 8.0172 -5.3512
Cl 8.0817 -2.2306 -2.4744
Cl 5.0263 -0.4561 1.0480
Cl 3.0891 -2.9926 6.2159
Cl -10.4478 -6.5309 2.7193
Cl 9.8929 0.0213 7.6499
Cl -12.9936 -6.1564 4.0276
Cl 8.4033 5.1919 -0.0203
Cl -7.1159 4.5342 -0.3394
Cl 2.5115 4.7267 2.4563
Cl 3.5936 2.9591 -5.8762
Cl -1.3532 6.1116 2.2118
Cl 7.3152 9.4057 -4.7413
Cl 5.7199 4.8083 -5.2658
O -8.6875 -2.8238 -4.3814
N -5.5574 -2.8988 -2.8094
N -3.2533 -3.3567 -2.7846
N -4.5995 -3.1492 -0.8324
N -5.9291 -2.8986 -0.6448
C -7.2357 -7.1953 -0.0117
C -6.4771 -2.7613 -1.8589
C -1.9744 4.5093 2.6199
C 5.0409 12.2642 0.4352
C -8.5192 -3.4796 -3.1335
C -6.7488 5.6316 -1.6827
C -10.8048 -11.1992 -2.0812
C 11.6560 3.8208 6.8165
C -4.4058 -3.1348 -2.1658
C 6.2976 2.8225 -11.6917
C 7.7415 -3.6485 -1.4802
C 8.5388 6.7164 0.8726
C -12.1778 -6.2440 2.4724
C 1.8643 -4.5774 -1.0112
C -9.8435 -4.0646 -2.6540
C 5.1749 3.5663 -6.3904
C 3.4894 3.5544 1.5720
C 1.7764 -4.1645 6.0819
C 8.1809 -0.0149 7.2375
C 1.0715 -0.8992 10.7204
C 5.0914 -1.4242 2.5224
C 5.8355 8.7260 -4.0622
C -7.9066 -2.4851 -2.1159
C -3.9270 1.3828 -3.0508
H -7.9436 -1.4880 -2.5619
H -8.4765 -2.4488 -1.1872
H -7.8193 -4.3057 -3.2826
H -3.2787 -3.3888 -3.7890
H -9.6705 -5.0124 -2.1461
H -8.0179 -3.1345 -4.9948
H -3.9534 -3.3143 -0.0779
H -10.3904 -3.4014 -1.9855
H -10.4570 -4.2880 -3.5238
H -2.3636 -3.4051 -2.3198
H -6.3709 -2.8189 0.2574
*
```

- orbital gap (Ha) = 0.33770
- energy (eV) = -984766.21162
- HOMO (eV) = -12.0
- largest force on an atom (eV/A) = 0.64
- E_LUMO (eV) = -2.830


[3]
# CH4N2P2

One molecule with the formula CH4N2P2 (ωB97M-V/def2-TZVPD, the Open Molecules 2025 dataset).

ORCA input file:
```
! wB97M-V def2-TZVPD RIJCOSX def2/J DEFGRID3
* xyz 0 1
P 1.2073 -1.2675 -0.5144
P -1.9955 -0.4443 -0.1103
N 1.6711 0.2970 -0.1576
N -1.0378 0.8521 0.2617
C -0.4473 -1.2757 -0.5492
H -2.0449 -0.9878 1.1972
H -0.9798 1.4776 -0.5381
H 0.9916 0.8769 0.3273
H 2.6352 0.4717 0.0834
*
```

- orbital gap (spin up / spin down) (Ha) = 0.26344 / 0.26614
- energy (eV) = -22655.35818
- HOMO (spin up / spin down) (eV) = -8.4 / -8.3
- largest force on an atom (eV/A) = 1.56
- E_LUMO (spin up / spin down) (eV) = -1.243 / -1.096
- relative energy (zero: lowest compared OMol25 entry of this formula, charge and spin) (kcal/mol) = 72.7


[4]
# C16H19ClN2O4S

C16H19ClN2O4S as an isolated structure (ωB97M-V/def2-TZVPD, the Open Molecules 2025 dataset).

ORCA input file:
```
! wB97M-V def2-TZVPD RIJCOSX def2/J DEFGRID3
* xyz 0 1
Cl -3.7799 -6.9089 -3.4446
S 2.1411 0.3973 -1.7754
O 1.9572 4.7041 2.3121
O 1.1978 0.2959 2.2038
O -2.1567 -1.2634 -0.0925
O 2.9831 1.6422 -1.6992
N -0.7742 -1.0161 -1.7821
N 2.7270 1.5424 1.1269
C 2.8202 2.4946 2.0626
C -2.1899 -3.0663 -2.0414
C -1.8287 -1.7971 -1.2370
C -1.9756 -4.7590 -3.6247
C -3.0793 -3.7928 -1.1710
C 0.1031 1.2229 -1.2692
C -1.6309 0.0121 -0.0790
C -1.4980 -3.5817 -2.9698
C -2.8797 -5.4397 -2.8340
C 1.9216 3.5292 1.4669
C 2.0075 0.4794 1.2311
C -3.6507 -4.8439 -1.7729
C 2.1315 -0.3964 -0.1333
C -0.6065 0.0270 -1.0916
C -1.8709 0.6677 1.2451
C 1.5244 4.6265 3.7038
H 2.4341 2.1772 2.8963
H -2.7940 0.4415 1.6447
H -0.9808 0.6532 1.8411
H -1.9860 1.7829 0.8063
H 0.9572 3.2687 1.5987
H 1.7295 5.6781 4.2325
H 4.0262 2.7509 2.3773
H -3.5380 -3.3543 -0.1827
H -0.0419 1.7546 -2.1317
H 3.5446 1.5663 0.0997
H -1.7026 -5.1676 -4.5577
H 1.3593 -1.2962 0.0019
H 0.3716 1.8587 -0.4076
H 0.4656 4.1681 3.7698
H -0.8625 -2.8095 -3.8334
H 3.1635 -0.8186 -0.1373
H -4.3094 -5.5260 -1.3736
H 2.4156 3.9510 0.6149
H 2.1546 4.1451 4.4062
*
```

- orbital gap (Ha) = 0.28844
- energy (eV) = -51417.49882
- HOMO (eV) = -8.0
- largest force on an atom (eV/A) = 11.68
- E_LUMO (eV) = -0.121
- relative energy (zero: lowest compared OMol25 entry of this formula, charge and spin) (kcal/mol) = 236.2


[5]
# C7H35NO11

A 12-piece molecular cluster, C7H35NO11 overall (ωB97M-V/def2-TZVPD, the Open Molecules 2025 dataset).

ORCA input file:
```
! wB97M-V def2-TZVPD RIJCOSX def2/J DEFGRID3
* xyz 0 1
O 3.6843 2.5632 1.7838
O 1.4944 -4.4085 0.2856
O -1.3070 -3.4220 -0.6700
O 2.3792 3.2006 -0.5139
O -2.9886 -2.0064 0.8852
O 1.9600 0.0957 1.8708
O 1.4184 1.8200 -2.9695
O 0.1594 1.2715 3.7050
O 1.2153 -2.7428 2.3417
O -1.3561 -1.3222 3.2007
O -2.4225 -1.6715 -2.3288
N -0.2833 -0.1590 -0.3407
C -1.1913 0.6325 -0.9904
C -3.0341 2.2439 -1.2115
C 0.7191 -0.9292 -1.0970
C -2.7118 3.6995 -0.8906
C 2.9053 -1.0571 -2.2092
C 2.1538 -0.4169 -1.1896
C -2.1500 1.3659 -0.3532
H 2.2833 1.8111 -3.5206
H -0.4765 -1.4677 2.8414
H 2.6006 2.6468 0.2540
H 3.9713 -0.5991 -2.4295
H -0.6206 0.6454 3.6843
H -1.5593 4.0359 -0.9434
H 0.5980 -4.1834 -0.1410
H -1.6534 -1.5023 -1.6832
H -1.9924 -1.8764 2.7786
H -2.9150 1.9459 -2.3369
H -3.2782 4.2804 -1.6369
H 1.0095 -2.9663 3.2183
H -1.0569 0.6499 -2.1248
H 0.6111 -1.9895 -0.8269
H 4.5378 2.0565 1.8299
H 2.9269 2.0152 1.6714
H 0.1361 2.2467 3.5828
H 1.4759 -3.5779 1.9433
H -4.0759 2.1159 -0.9362
H -2.7777 -0.8151 -2.4042
H -1.8381 -3.1981 0.1441
H -0.1252 0.2966 0.5460
H -3.9372 -1.5535 1.0302
H -2.5627 -1.5155 0.1689
H 2.4676 -1.5090 -3.0561
H -3.1253 3.9915 0.1204
H -1.8885 -4.0064 -1.1293
H 2.5299 0.3414 -0.5324
H 1.6392 0.3478 2.7945
H 1.7417 2.2372 -2.1466
H 1.9057 -3.6043 -0.0717
H 0.4991 -0.7745 -2.2014
H 1.7941 -0.7628 1.5995
H 2.7156 4.0118 -0.1441
H -2.2046 1.4688 0.7489
*
```

- orbital gap (Ha) = 0.29538
- energy (eV) = -31836.38708
- HOMO (eV) = -7.8
- largest force on an atom (eV/A) = 5.97
- SMILES = C=CCN/C=C/CC.O.O.O.O.O.O.O.O.O.O.O
- E_LUMO (eV) = 0.248
- relative energy (zero: lowest compared OMol25 entry of this formula, charge and spin) (kcal/mol) = 63.4


[6]
# C5H14

A 2-piece molecular cluster, C5H14 overall (ωB97M-V/def2-TZVPD, the Open Molecules 2025 dataset).

ORCA input file:
```
! wB97M-V def2-TZVPD RIJCOSX def2/J DEFGRID3
* xyz 0 1
C 0.7251 -0.5820 2.0983
C -0.5939 1.2249 -1.2397
C -0.0579 -1.0921 -1.8216
C 0.5966 0.1990 -1.4988
C -0.5683 0.2565 2.2853
H 1.1719 0.0201 -0.6181
H 1.2364 0.6597 -2.2683
H -0.1761 -1.8286 -1.0636
H -1.4129 -0.2659 1.7448
H 1.3493 -0.3036 1.2526
H 0.4574 -1.7393 -2.4357
H -1.0541 -0.9776 -2.3270
H -0.5425 1.3796 2.0670
H 0.6321 -1.6802 2.1348
H -1.5198 0.6430 -0.9711
H -0.9038 0.3123 3.3941
H -0.4553 2.0931 -0.5972
H -0.8516 1.8176 -2.1416
H 1.4583 -0.1687 2.8881
*
```

- orbital gap (Ha) = 0.44336
- energy (eV) = -5410.69914
- HOMO (eV) = -10.9
- largest force on an atom (eV/A) = 3.08
- SMILES = CCC.CC
- E_LUMO (eV) = 1.185
- relative energy (zero: lowest compared OMol25 entry of this formula, charge and spin) (kcal/mol) = 31.1


[7]
# C21H27N3O3S

C21H27N3O3S as an isolated structure (ωB97M-V/def2-TZVPD, the Open Molecules 2025 dataset).

ORCA input file:
```
! wB97M-V def2-TZVPD RIJCOSX def2/J DEFGRID3
* xyz 0 1
S 6.3703 -1.0283 0.9044
O -1.6623 -1.2928 0.0104
O -2.8515 2.6148 0.2261
O -0.9554 3.4595 -1.1484
N 3.1787 1.1353 0.8780
N 4.8311 -0.6072 -0.9921
N 4.5142 0.6753 0.9997
C 0.7732 -1.5950 -0.0485
C -0.0472 -0.3113 -1.7143
C -0.2975 -0.9869 -0.6585
C -2.8111 -3.7003 -0.6151
C 3.6219 0.0714 -1.6723
C 0.1777 3.9311 -2.0319
C 2.3295 1.3180 1.6053
C -0.0177 1.5680 2.2924
C 2.2591 -0.1826 -1.3698
C -4.3413 -3.7958 0.0448
C -1.9481 -2.1251 0.9585
C -3.9761 2.2179 0.9767
C -1.5928 2.5852 0.4523
C 0.9216 1.8745 1.5462
C 0.7836 2.2863 0.2022
C -1.8897 -3.6868 0.3306
C -0.4343 2.8299 -0.1529
C -1.3792 1.8019 2.0532
C 2.1446 -1.3565 -0.3950
C 1.1029 0.2747 -2.1137
C 5.0960 -0.2876 0.3189
H 4.5539 0.5714 2.2843
H 0.8466 -2.4763 0.8898
H 3.7643 -0.0776 -2.9218
H 0.7309 3.2595 -2.5898
H -2.8648 -1.6354 1.1211
H 1.3429 0.8563 -2.9552
H -4.5118 -2.8300 0.3509
H -2.1356 1.5024 2.5547
H -4.3746 -4.5985 0.8732
H -0.3947 4.4923 -3.0229
H 1.6460 2.8866 -0.4565
H 2.6933 1.0272 2.9050
H -5.0301 -4.1326 -0.7297
H 3.8592 1.1297 -1.7074
H -2.0816 -4.0789 1.3149
H -0.9069 -3.7284 0.0403
H -0.9097 0.4099 -2.0305
H 5.3400 -1.2603 -1.4763
H 0.0651 1.0588 3.2565
H -4.7735 2.8072 0.4424
H 0.8534 4.6859 -1.5522
H -1.3371 -1.8209 1.7988
H 3.0264 -1.9068 0.1338
H -3.9165 1.1989 0.8820
H -2.5736 -4.7036 -1.1351
H -3.9859 2.7446 2.2412
H -2.8259 -3.0690 -1.3987
*
```

- orbital gap (Ha) = 0.29346
- energy (eV) = -43642.44587
- HOMO (eV) = -7.8
- largest force on an atom (eV/A) = 15.74
- E_LUMO (eV) = 0.217
- relative energy (zero: lowest compared OMol25 entry of this formula, charge and spin) (kcal/mol) = 534.1


[8]
# C6H14O3

A 2-piece molecular cluster, C6H14O3 overall (ωB97M-V/def2-TZVPD, the Open Molecules 2025 dataset).

ORCA input file:
```
! wB97M-V def2-TZVPD RIJCOSX def2/J DEFGRID3
* xyz -1 2
O 0.2293 0.6580 3.4024
O 0.5657 -1.4090 -1.8693
O 0.1118 2.4372 1.0457
C -0.9186 1.5456 1.4511
C -0.3580 0.3653 2.2243
C -0.3749 3.5652 0.3760
C 0.7636 -2.3155 -0.8111
C -0.1437 -1.9633 -2.9458
C 1.4452 -1.6378 0.3264
H 1.3627 -3.1792 -1.1753
H 0.4803 4.1885 0.0859
H -1.4646 1.1897 0.5537
H 2.2275 -0.9189 0.0687
H -1.0455 4.1618 1.0218
H -1.2072 -0.3596 2.3258
H -0.2082 -2.7360 -0.4773
H 1.7496 -2.2855 1.1513
H -1.6429 2.1016 2.0820
H -1.1531 -2.2880 -2.6344
H 0.3762 -0.3791 1.4210
H 0.3858 -2.8332 -3.3729
H -0.9354 3.2818 -0.5347
H -0.2459 -1.1895 -3.7152
*
```

- ⟨S²⟩ = 0.765
- orbital gap (spin up / spin down) (Ha) = 0.21426 / 0.21327
- energy (eV) = -12587.34963
- HOMO (spin up / spin down) (eV) = -2.5 / -2.4
- largest force on an atom (eV/A) = 2.02
- E_LUMO (spin up / spin down) (eV) = 3.378 / 3.376
- relative energy (zero: lowest compared OMol25 entry of this formula, charge and spin) (kcal/mol) = 56.2


[9]
# C16H24NO4SiW

C16H24NO4SiW as an isolated structure (ωB97M-V/def2-TZVPD, the Open Molecules 2025 dataset).

ORCA input file:
```
! wB97M-V def2-TZVPD RIJCOSX def2/J DEFGRID3
* xyz 3 1
W 0.6679 0.8900 0.5757
Si -1.1391 -0.0321 -0.9831
O 1.1111 1.9387 -0.8807
O 1.3928 -0.4301 1.6218
O 2.5761 -2.2959 2.1325
O 2.0825 2.5007 -2.8516
N 2.3890 -0.0247 -0.4875
C 4.1619 0.2749 -2.0561
C 2.3732 -1.3824 1.4176
C -1.5369 -1.9202 1.1231
C 4.3273 -1.4132 -0.3238
C -3.2338 -2.0610 -0.7267
C -2.5006 1.7978 1.5886
C -0.4121 3.1697 1.0668
C -1.7603 -1.8165 -0.4021
C -0.9216 -2.8795 -1.1358
C 4.8517 -0.7814 -1.4553
C -0.9847 1.7959 1.5072
C 3.0840 -0.9910 0.1344
C -2.0603 0.8526 -2.3875
C 2.0375 1.8048 -1.9011
C -0.3409 1.4287 2.8663
C 2.9230 0.6292 -1.5341
H -0.7461 3.9509 1.7650
H -1.1446 -2.8812 -2.1997
H 0.7243 3.2350 1.1053
H -3.1186 0.9812 -2.1337
H -1.6748 -2.9558 1.4353
H -3.9018 -1.3845 -0.2042
H 4.5833 0.8139 -2.8928
H -0.5205 -1.6268 1.4451
H 0.1529 -2.7470 -1.0024
H 5.8128 -1.0886 -1.8480
H -3.4259 -1.9843 -1.7913
H -2.9566 2.1315 0.6601
H -1.1855 -3.8643 -0.7606
H 0.7970 1.4447 2.8756
H 4.8634 -2.1953 0.1994
H -1.6656 1.8435 -2.6493
H -0.7807 3.4851 0.0764
H -2.8522 2.4765 2.3696
H -3.4937 -3.0761 -0.4317
H -2.2807 -1.3290 1.6595
H -0.6038 2.1811 3.6245
H -2.0583 0.2536 -3.3074
H -2.8887 0.8112 1.8380
H -0.7243 0.4720 3.2581
*
```

- orbital gap (Ha) = 0.24938
- energy (eV) = -36333.58854
- HOMO (eV) = -20.1
- largest force on an atom (eV/A) = 3.36
- E_LUMO (eV) = -13.322


[10]
# C3H9ClN3

A 2-piece molecular cluster, C3H9ClN3 overall (ωB97M-V/def2-TZVPD, the Open Molecules 2025 dataset).

ORCA input file:
```
! wB97M-V def2-TZVPD RIJCOSX def2/J DEFGRID3
* xyz 1 1
Cl 0.4707 2.9480 1.1911
N 0.9347 -0.4064 -0.1324
N 1.2794 -2.7573 0.4959
N -0.6974 -1.7210 0.8732
C 0.5397 -1.5906 0.3151
C -1.2589 2.5116 -0.8041
C 0.0228 2.2759 -0.1443
H 0.8604 -3.5890 0.0678
H -0.8201 2.8934 -1.8144
H 1.9301 -0.1827 -0.2793
H -1.3606 -1.0002 0.6468
H -1.1043 -2.5734 1.1944
H -1.6038 1.4708 -0.7981
H 0.5246 1.3131 -0.4717
H -1.9304 3.2170 -0.4323
H 2.2131 -2.8090 0.0923
*
```

- orbital gap (Ha) = 0.25404
- energy (eV) = -20240.70876
- HOMO (eV) = -12.9
- largest force on an atom (eV/A) = 3.29
- E_LUMO (eV) = -5.988
- relative energy (zero: lowest compared OMol25 entry of this formula, charge and spin) (kcal/mol) = 64.8


[11]
# C4H9N2O5P

One molecule with the formula C4H9N2O5P (ωB97M-V/def2-TZVPD, the Open Molecules 2025 dataset).

ORCA input file:
```
! wB97M-V def2-TZVPD RIJCOSX def2/J DEFGRID3
* xyz 0 1
P -0.6812 -1.6534 -0.7789
O -1.9031 -2.9313 -0.6080
O 0.7694 -2.2424 -1.6173
O -0.2149 -1.2614 0.7125
O -1.3206 -0.2497 -1.6586
O 3.9149 -1.8883 -0.7262
N -0.2758 1.5128 2.4752
N 1.4328 -3.0174 -0.7415
C 0.1989 1.9169 1.0969
C 2.7558 -2.5955 -0.8002
C -0.4946 0.9413 -1.3978
C -0.9546 1.8185 -0.0803
H 0.6963 2.9906 1.1833
H -1.1300 2.9413 -0.4462
H -1.7791 -3.2359 0.3595
H 1.0636 1.1507 0.8041
H 0.6599 0.6749 -1.3275
H -1.9970 1.4390 0.3093
H 0.5770 1.4700 3.1059
H -0.7327 0.5748 2.4938
H -0.5851 1.6445 -2.3580
*
```

- orbital gap (Ha) = 0.27210
- energy (eV) = -26794.64370
- HOMO (eV) = -8.9
- largest force on an atom (eV/A) = 11.33
- SMILES = NCCCO[P@@](=O)(O)ON=C=O
- E_LUMO (eV) = -1.508
- relative energy (zero: lowest compared OMol25 entry of this formula, charge and spin) (kcal/mol) = 164.2